Here is a structure of composition C32H35IrN6O2P at a distorted geometry from the Open Molecules 2025 dataset. Energies are from ωB97M-V/def2-TZVPD.

XYZ file:
```
77
Properties=species:S:1:pos:R:3
Ir -0.74636 0.09462 -0.18843
C 1.85502 1.75143 3.42044
C 1.75713 0.26636 3.27917
C 2.82458 -0.54146 3.64140
C 2.93910 -1.95545 3.52070
C 2.34765 -2.78571 2.60412
C 1.75231 -2.38225 1.35716
N 0.58064 -0.27387 2.87677
C 0.43529 -2.88177 0.99544
C -0.04005 -4.00494 1.69863
C -1.23928 -4.59224 1.37096
C -1.98551 -4.03337 0.34920
C -1.53169 -2.86736 -0.25242
N -0.35760 -2.27300 0.06031
C -2.47096 -2.19133 -1.18058
C -3.24555 -2.92307 -2.06603
C -4.19397 -2.25686 -2.82552
C -4.36242 -0.89800 -2.64897
C -3.55643 -0.20999 -1.74532
C -3.73006 1.25166 -1.51004
N -2.60398 -0.85884 -1.05609
H 2.64860 2.00152 4.11908
H 0.92083 2.18221 3.78063
H 2.09071 2.22882 2.46516
H 3.60452 -0.05269 4.21167
H 3.54686 -2.42899 4.28617
H 2.31464 -3.83852 2.86738
H 0.56318 -4.44277 2.47752
H -1.59524 -5.46351 1.90340
H -2.94376 -4.44642 0.07221
H -3.10230 -3.99017 -2.16650
H -4.80346 -2.79971 -3.53560
H -5.11822 -0.35965 -3.20315
H -4.74597 1.56395 -1.74328
H -3.04874 1.82659 -2.14305
H -3.52042 1.49035 -0.46992
C -0.49515 0.34135 2.26756
H 0.51065 -1.27250 3.00434
H -1.44180 -0.16192 2.47023
H -0.52862 1.41307 2.40460
C 4.59630 -1.94274 0.76127
P 2.91414 -1.60649 0.20979
C 2.76727 -2.42604 -1.39631
C 2.87419 0.16125 -0.12172
H 5.27245 -1.55047 0.00033
H 4.75271 -3.01622 0.86072
H 4.80353 -1.45668 1.70907
H 3.74810 -2.42440 -1.87211
H 2.07609 -1.86762 -2.02349
H 2.43630 -3.45752 -1.28143
H 3.50065 0.36355 -0.99147
H 3.26436 0.70916 0.73318
H 1.87217 0.51088 -0.36308
N -0.14208 -1.48534 -3.06163
C -0.28117 -1.31520 -4.39011
C -0.27307 0.03931 -4.62289
C -0.12120 0.62206 -3.35873
N -0.04414 -0.30983 -2.41309
H -0.12025 -2.35207 -2.55489
H -0.37033 -2.14849 -5.06715
H -0.34847 0.54332 -5.57015
H -0.03267 1.66437 -3.10154
O 0.91690 2.62424 -1.34944
C 0.00783 3.04182 -0.65208
N -0.93229 2.21479 -0.05167
C -1.80327 2.97286 0.73093
O -2.69508 2.49532 1.39701
C -1.40174 4.40112 0.58951
C -1.91883 5.54917 1.15014
C -1.30998 6.75503 0.80575
C -0.22208 6.79670 -0.05797
C 0.30585 5.63114 -0.60975
C -0.30444 4.44209 -0.27000
H -2.76112 5.51620 1.82800
H -1.69019 7.67811 1.22267
H 0.22099 7.75043 -0.31167
H 1.15841 5.65060 -1.27532
```

HOMO level (alpha / beta) = -11.754 / -13.556 eV
ΔE to the lowest compared entry with this formula, charge and spin = 1.524 eV
LUMO (alpha / beta) = -5.681 / -7.881 eV
Spin multiplicity = 6
Molar mass = 758.86 g mol⁻¹
Net charge = +2
<S²> = 8.77
HOMO-LUMO gap (alpha / beta) = 0.22318 / 0.20856 Ha

=====

Here is the molecule C2H2Cl4 at a distorted geometry from the Open Molecules 2025 dataset. Energies are from ωB97M-V/def2-TZVPD.

XYZ file:
```
8
Properties=species:S:1:pos:R:3
Cl -0.13629 -1.61279 -1.40946
C -0.71979 -0.26996 -0.50283
Cl -1.92014 -0.73580 0.70676
C 0.61587 0.46199 0.50046
Cl 1.39168 -0.78240 1.42232
Cl 1.69712 1.16492 -0.70591
H -1.12019 0.52758 -1.12195
H 0.19175 1.24645 1.11061
```

HOMO level = -10.479 eV
SMILES = ClC(Cl)C(Cl)Cl
ΔE to the lowest compared entry with this formula, charge and spin = 0.305 eV
LUMO = 0.742 eV
Molar mass = 167.85 g mol⁻¹
Net charge = 0
HOMO-LUMO gap = 0.41237 Ha

=====

Here is a structure of composition C25H21BrHfN6O5 at a distorted geometry from the Open Molecules 2025 dataset. Energies are from ωB97M-V/def2-TZVPD.

XYZ file:
```
59
Properties=species:S:1:pos:R:3
Hf 9.37219 6.25451 10.47229
C 11.64308 7.97843 15.81108
C 10.78219 7.65688 14.74024
C 11.33367 6.82798 13.66464
C 12.70844 6.85951 13.50388
N 13.55154 7.18064 14.50394
C 13.05421 7.85620 15.50985
C 13.20979 6.45081 12.28217
C 14.62301 6.24616 12.21384
C 14.87475 5.37270 11.20935
C 14.08996 5.44946 10.03425
C 12.86312 6.16498 10.04485
N 12.31746 6.52336 11.23922
C 12.47767 6.78619 8.81668
C 12.37030 5.79216 7.73046
C 12.15697 6.18431 6.43264
C 11.92819 7.59801 6.25563
C 11.89928 8.45622 7.37780
N 12.15242 8.02043 8.59265
H 11.52200 8.34281 16.88527
H 9.78077 8.05542 14.63718
H 10.86777 6.73163 12.70066
H 13.69726 8.40959 16.02617
H 15.30987 6.64920 12.98023
H 15.80642 4.83120 11.24938
H 14.40691 4.82057 9.19011
H 12.49470 4.70305 7.99601
H 12.25905 5.39632 5.70274
H 12.04870 8.08624 5.31452
H 11.48073 9.41886 7.21901
C 3.85746 6.16250 11.57050
C 5.31465 6.56911 11.89547
N 5.64553 7.84933 11.92524
O 4.50900 8.64899 12.06272
C 6.33300 5.43926 12.12607
C 5.97158 4.02155 12.48980
N 7.60647 5.46772 11.61552
O 8.42703 6.41296 12.43247
H 3.14254 7.04378 11.55892
H 3.53912 5.47354 12.31492
H 3.96329 5.66305 10.58780
H 4.92451 9.49153 11.71430
H 5.55653 4.00086 13.47168
H 6.95257 3.52806 12.34498
H 5.29476 3.72450 11.67592
Br 6.29627 4.58342 8.86248
C 6.71129 6.24697 8.23322
C 5.97235 6.76735 7.20130
C 6.20562 8.07857 6.76388
C 7.29526 8.74506 7.30159
C 8.04761 8.13947 8.37795
N 7.85032 6.83847 8.76793
C 9.16306 8.84094 9.06330
O 9.34129 9.93709 8.54705
O 9.68476 8.17865 10.08184
H 5.20052 6.08606 6.81995
H 5.50165 8.51873 6.05197
H 7.47708 9.84110 7.18004
O 10.28339 4.82869 9.67645
```

HOMO level = -7.849 eV
ΔE to the lowest compared entry with this formula, charge and spin = 1.684 eV
LUMO = -1.238 eV
Molar mass = 743.87 g mol⁻¹
Net charge = 0
HOMO-LUMO gap = 0.24295 Ha

=====

Here is a structure of composition C50H53I2N7Tc from the Open Molecules 2025 dataset. Energies are from ωB97M-V/def2-TZVPD.

XYZ file:
```
113
Properties=species:S:1:pos:R:3
Tc -0.09997 -0.73097 0.34560
C -4.23275 -0.80185 -0.98577
C -4.83074 0.17620 -0.19005
C -4.15567 0.62566 0.91453
C -2.87714 0.14365 1.22383
N -2.23252 -0.68548 0.34600
C -2.95854 -1.18348 -0.69391
N -2.42365 0.43842 2.47555
C -1.39354 -0.10212 3.00838
N -0.39900 -0.81623 2.36418
C 0.15957 -1.66854 3.31084
N 0.82544 -2.73463 3.11841
C 1.16041 -3.26483 1.89636
C 1.94166 -4.42710 1.99656
C 2.50681 -5.00666 0.88990
C 2.28921 -4.39850 -0.34274
C 1.47044 -3.30604 -0.39981
N 0.84905 -2.73978 0.66861
C -0.26158 -1.21808 4.65044
C 0.07742 -1.67622 5.90630
C -0.56948 -1.08645 6.98894
C -1.53938 -0.10177 6.80160
C -1.88988 0.33309 5.52797
C -1.21405 -0.23076 4.46366
H -4.74386 -1.25074 -1.82706
H -5.82470 0.54419 -0.41339
H -4.60703 1.30818 1.61968
H -2.46979 -1.91825 -1.29554
H 2.09971 -4.80950 2.99539
H 3.12049 -5.89527 0.97970
H 2.73712 -4.76739 -1.25658
H 1.30763 -2.84169 -1.35187
H 0.81416 -2.45979 6.03899
H -0.32859 -1.40929 7.99404
H -2.04173 0.31816 7.66407
H -2.65730 1.08128 5.37708
I 2.73070 -0.24494 0.39779
C 3.75300 -0.87247 2.17174
I 3.30515 0.17906 3.94178
H 4.78791 -0.67450 1.91789
H 3.56510 -1.93144 2.30366
C -2.45302 3.73510 1.33663
C -1.61095 3.58480 2.59742
C -2.46468 3.12267 3.78248
C -0.20656 2.93956 2.44882
C 0.64172 3.28414 3.51284
C 2.01448 3.27654 3.41625
C 2.58357 3.08479 2.16463
C 1.80839 2.68913 1.09383
C 2.36921 2.85863 -0.32407
C 1.95232 4.25437 -0.83888
C 3.89490 2.79676 -0.43037
C 0.42746 2.39289 1.30915
N -0.22869 1.50281 0.31664
C -0.78099 2.05114 -0.70259
C -1.38276 1.46429 -1.86775
C -2.21542 2.35495 -2.56990
C -2.80767 2.01320 -3.75837
C -2.51631 0.75880 -4.29396
C -1.66871 -0.11236 -3.64158
C -1.09638 0.18768 -2.39022
N -0.22676 -0.71894 -1.73573
C 0.43702 -1.57269 -2.73977
C 1.45000 -0.95432 -3.49505
C 1.94861 -1.60782 -4.61769
C 1.46124 -2.84138 -4.99972
C 0.49808 -3.46204 -4.22218
C -0.02389 -2.86429 -3.08076
C -1.04763 -3.66675 -2.28453
C -2.42508 -3.67739 -2.97270
C -0.62709 -5.12617 -2.06644
C 1.99813 0.42443 -3.16120
C 3.53223 0.42880 -3.13772
C 1.48785 1.49276 -4.13972
H -3.34103 4.32431 1.57330
H -2.78997 2.78342 0.93033
H -1.91071 4.28731 0.56776
H -1.32002 4.60590 2.85293
H -2.83470 2.10971 3.64850
H -3.31668 3.79634 3.88790
H -1.90208 3.15959 4.71838
H 0.17721 3.65260 4.42284
H 2.63032 3.52315 4.27269
H 3.64163 3.27238 2.02367
H 1.94115 2.10120 -0.98664
H 2.37863 5.02169 -0.18984
H 0.87589 4.40333 -0.84726
H 2.32896 4.41807 -1.85146
H 4.36247 3.58276 0.16555
H 4.18949 2.96877 -1.46724
H 4.31395 1.84097 -0.11946
H -0.81046 3.12790 -0.70638
H -2.38806 3.34041 -2.14617
H -3.44767 2.71196 -4.28222
H -2.94326 0.46200 -5.24448
H -1.44655 -1.05801 -4.11012
H 2.71710 -1.12988 -5.21470
H 1.83185 -3.32388 -5.89618
H 0.13303 -4.44029 -4.51366
H -1.13040 -3.21881 -1.29453
H -2.36652 -4.25209 -3.89918
H -2.78859 -2.68082 -3.23047
H -3.16921 -4.15735 -2.33092
H -0.68572 -5.69625 -2.99445
H -1.30458 -5.59948 -1.35243
H 0.38762 -5.21684 -1.68314
H 1.63852 0.68784 -2.16893
H 3.94503 0.27538 -4.13689
H 3.93008 -0.35635 -2.49013
H 3.90064 1.39363 -2.77763
H 1.81786 1.26221 -5.15626
H 1.88511 2.47836 -3.87548
H 0.39699 1.55167 -4.14812
```

HOMO level (alpha / beta) = -13.285 / -13.245 eV
LUMO (alpha / beta) = -6.522 / -7.286 eV
Spin multiplicity = 4
Molar mass = 1103.83 g mol⁻¹
Net charge = +2
<S²> = 3.78
HOMO-LUMO gap (alpha / beta) = 0.24853 / 0.21897 Ha